85
Properties=species:S:1:pos:R:3 method="wB97M-V/def2-TZVPD" gap_ev=10.6168 relative_energy_ev=3.4172 homo_ha=-0.383 largest_force_ha_per_bohr=0.187
H -0.09 4.06 -0.14
H -0.72 -4.75 -1.38
H -2.97 -0.17 8.12
H 0.11 1.17 -4.65
H 0.08 -1.56 -1.91
H -4.34 -1.20 8.33
C 2.40 2.70 0.21
C 2.38 4.02 0.80
C 2.12 -3.65 -1.13
O 2.28 1.45 -5.70
C 4.63 2.94 -5.14
C 4.19 2.01 3.32
C 0.77 -1.74 1.35
H 0.14 -0.84 1.34
O -0.97 -3.60 -2.85
O 1.71 -2.72 -1.99
H -1.61 -0.95 -6.27
O 2.93 -4.48 -1.32
O -4.13 0.71 0.19
O -3.23 0.42 5.14
H -0.87 2.59 -0.95
O 0.71 1.88 3.89
O 1.71 1.59 -3.47
C 1.01 2.09 0.16
H 4.88 2.77 2.87
H 5.20 1.98 -5.30
H 4.74 1.58 4.16
H -3.14 1.42 2.67
C -1.02 -1.74 -5.95
H -0.01 0.41 -3.09
C -0.77 -4.92 -2.44
C 0.97 -1.70 -1.34
H -4.45 0.23 7.25
H -0.03 -1.49 -6.23
C 0.65 -2.46 0.02
H -1.83 2.57 2.33
H -3.85 -0.99 -1.56
C 2.50 2.04 -4.44
C -2.59 2.00 1.88
H 3.09 2.13 0.87
H -1.27 1.34 4.31
H 0.70 1.91 1.21
H -2.26 -1.53 -2.34
N 2.45 5.10 1.19
H 0.20 -5.17 -2.96
H -3.89 -0.90 2.83
C -3.05 -1.41 3.05
O 3.60 2.85 -4.21
H 0.34 3.24 -1.73
O -1.03 -2.00 -4.54
O 2.92 2.48 3.50
O 2.53 0.14 4.02
O -1.92 1.26 0.94
H 1.14 -0.23 -4.25
C 0.05 3.03 -0.67
H -0.42 -2.78 -0.04
H -3.26 2.72 1.35
C -0.99 -3.28 -4.15
H 5.30 3.76 -4.87
C -3.84 -0.57 7.64
H 4.30 3.31 -6.13
H 0.03 0.13 5.00
H -2.14 -0.80 2.82
C 2.02 1.50 3.77
C 0.72 0.71 -3.86
H -0.28 0.43 3.23
H -2.90 0.27 -2.51
H -3.07 -2.24 2.35
H 2.84 2.69 -0.75
H 1.80 -1.41 1.49
H 0.61 -2.34 2.31
C -2.65 0.63 0.01
O -0.97 -4.27 -5.17
H 1.45 -0.71 -1.34
H -1.44 -2.49 -6.54
O 1.56 -3.57 0.04
O -3.53 -1.42 6.59
H 0.97 1.01 -0.24
C -3.28 -0.96 5.40
C -2.86 -0.66 -1.90
C -0.28 0.87 4.18
H -1.65 -5.60 -2.79
O -3.16 -1.89 4.41
H 4.13 1.23 2.54
O -2.08 -0.18 -0.86



25
Properties=species:S:1:pos:R:3 method="wB97M-V/def2-TZVPD" gap_ev=10.1654 relative_energy_ev=2.6554 homo_ha=-0.347 largest_force_ha_per_bohr=0.076
H 3.45 0.16 1.17
C -3.08 -0.07 0.95
H 2.79 -1.39 0.38
H 1.13 0.60 1.23
H 0.99 2.67 -0.13
C -1.55 0.42 0.85
H 0.72 0.09 -1.87
O -4.08 0.55 1.32
H 2.81 2.30 0.16
C -1.03 -0.18 -0.53
N -3.00 -1.49 0.51
C 1.49 0.51 0.16
H -1.36 1.53 0.95
H -1.45 0.35 -1.46
H 2.10 1.96 -1.51
C -1.91 -1.55 -0.53
H -2.86 -2.12 1.32
C 0.54 -0.32 -0.81
H 3.58 -0.05 -0.65
H -2.55 -1.53 -1.49
H 0.82 -1.43 -0.85
C 2.92 -0.27 0.25
C 1.86 1.99 -0.40
H -0.98 -0.20 1.63
H -1.37 -2.54 -0.66



45
Properties=species:S:1:pos:R:3 method="wB97M-V/def2-TZVPD" gap_ev=9.8589 relative_energy_ev=2.1072 homo_ha=-0.332 largest_force_ha_per_bohr=0.019
C 0.25 -0.78 -2.44
C 2.52 3.85 1.01
H -1.14 2.69 0.24
H 3.56 -0.12 -2.62
H 1.97 -1.99 -2.83
H 0.97 2.27 2.40
H -2.37 -4.59 2.24
C 0.68 1.54 -2.01
H -0.89 -6.00 0.80
H 2.88 3.73 2.04
O -2.17 -1.67 -0.81
H -1.25 3.24 1.90
N 0.49 -3.00 0.22
H 0.71 -0.57 0.17
C -0.22 0.49 -2.12
N -1.23 0.01 0.81
H 3.01 3.09 0.38
C 2.04 1.32 -2.19
H 2.76 4.84 0.65
H 0.33 2.53 -1.78
C 1.61 -1.00 -2.61
H 0.43 -0.50 1.93
H 2.73 2.15 -2.11
C -1.57 -4.15 1.67
H 0.95 -4.87 -0.46
C -1.68 0.69 -1.89
C -1.51 1.13 1.68
C -0.31 -2.25 0.97
H -1.20 0.87 2.70
S -2.25 -0.29 -0.45
H -0.44 -1.60 -2.51
O 1.12 3.73 0.95
H 1.10 1.68 0.72
C -0.02 -0.77 0.97
C -0.86 2.45 1.26
C -0.75 -4.93 0.87
H -1.96 -2.14 2.32
H -2.29 0.31 -2.71
C 2.50 0.05 -2.49
H -1.94 1.72 -1.69
C 0.66 2.46 1.36
H -2.59 1.25 1.66
C -1.34 -2.79 1.73
C 0.27 -4.30 0.17
O -3.54 0.24 -0.08



13
Properties=species:S:1:pos:R:3 method="wB97M-V/def2-TZVPD" gap_ev=10.8060 relative_energy_ev=1.7312 homo_ha=-0.364 largest_force_ha_per_bohr=0.091
F 0.23 0.33 -2.45
C -0.14 0.82 -1.11
H -0.45 1.43 1.46
Cl 1.07 -0.27 2.55
H -1.29 0.67 -1.41
C 0.28 -0.02 0.02
H 1.37 0.07 0.12
N 0.11 -1.49 -0.07
H -1.08 -0.08 1.68
H 0.65 -1.92 -0.95
C -0.19 0.33 1.44
H 0.23 1.94 -1.02
H -0.80 -1.82 -0.26



208
Properties=species:S:1:pos:R:3 method="wB97M-V/def2-TZVPD" gap_ev=8.3919 relative_energy_ev=8.2289 homo_ha=-0.295 largest_force_ha_per_bohr=0.066
H 4.84 8.37 3.52
N 0.48 1.03 0.39
H -5.73 1.22 -0.60
C 1.47 -0.04 0.60
C -1.92 2.47 -6.02
H 0.02 -2.06 3.77
H 4.51 -5.20 7.15
H -1.62 -0.97 8.69
H -2.13 -2.46 8.27
H 5.69 -3.45 -4.58
H -3.47 1.47 -5.28
C -0.03 -2.18 7.91
O -6.99 0.67 -5.32
H -0.18 1.31 -2.18
N 1.91 6.28 -2.70
H 2.40 -3.06 6.41
H 3.00 2.72 2.50
N 4.85 -3.55 5.89
C -3.73 -3.67 -0.54
C 4.23 -4.16 6.98
H 2.99 3.76 -2.34
H 4.42 -0.05 -4.80
C -2.71 -3.44 1.60
C -2.97 5.79 2.22
H 3.18 7.98 3.98
H 1.38 -10.88 -2.34
H -0.72 1.04 -4.85
H -4.68 4.85 3.36
H 4.73 7.18 4.71
H -7.87 -0.89 -6.10
H -6.28 3.98 0.33
H -4.62 3.57 0.48
H -4.64 -4.99 -2.37
H 4.45 -0.18 -2.39
C 4.73 -3.57 8.36
H 0.11 -2.60 10.20
H 0.42 -4.31 5.27
H -2.60 3.89 1.28
H 1.85 8.37 -2.38
H 0.76 -8.72 0.26
H 3.52 6.63 0.65
H 2.42 0.21 1.06
H -7.78 1.52 -3.70
H -0.66 -9.07 -3.10
H -0.15 -0.68 -3.94
H -4.29 -1.04 0.07
H 2.42 1.19 -6.86
H -2.93 6.87 2.09
H -2.57 -2.98 2.58
H 3.52 -2.31 -3.93
O 4.42 -1.52 -6.04
H 3.98 2.62 1.01
C 4.95 -0.87 -7.18
H 2.19 -4.29 7.66
H 1.24 -0.12 -3.17
H 5.02 -3.96 -3.22
N 5.39 -3.14 -3.67
C -1.43 -1.71 7.91
H 0.33 -3.95 9.09
H -1.25 1.86 -0.06
H 1.17 0.10 -6.40
C -7.67 -0.49 -5.11
H 0.32 6.70 -1.47
H 1.33 -8.38 -1.47
H 3.44 4.76 3.51
N -0.48 -7.53 -0.99
H 0.44 -5.39 6.67
H 0.95 -4.85 2.50
H -8.57 -0.39 -4.49
C 3.24 3.21 1.55
H 1.82 0.92 -5.18
C 0.46 4.56 -1.73
H -2.19 -2.12 0.03
C 0.94 -1.15 1.51
H 4.04 -2.73 8.43
H 0.85 1.84 -0.09
O -0.59 -10.71 -1.85
C -1.23 -9.55 -2.31
C -1.56 -8.51 -1.19
H 2.29 3.04 1.06
C 1.06 5.89 -1.54
H 4.43 -4.28 9.13
H -2.83 3.99 -4.63
H -6.40 2.46 -4.35
C -2.46 4.94 1.02
C -0.79 0.55 -1.69
H 0.38 -0.65 4.74
H -2.41 -7.85 -1.34
H 1.71 -1.49 7.19
H -7.03 -1.27 -4.71
H -7.02 1.78 -1.55
C -5.95 0.80 -2.93
H 0.42 -0.49 6.96
H 5.98 -0.83 -5.08
H -4.60 -4.10 -0.03
C 4.17 6.62 2.58
H -5.59 -3.69 -3.07
H 4.55 8.46 -2.97
C -1.98 3.32 -4.74
H -4.63 -0.33 -4.00
H 3.46 10.39 -4.86
H 3.14 7.35 -1.54
H 5.21 6.32 2.50
O -1.93 -1.24 6.60
O -4.28 -2.98 -1.61
H 1.79 -0.52 -0.32
O 3.26 8.44 -4.65
H 0.23 4.31 -2.77
H -3.88 -3.73 -3.43
O 0.49 2.02 -6.22
H 0.73 -5.97 5.03
H 2.29 5.78 2.58
N -3.24 1.85 -6.19
H 1.65 -6.08 -0.85
C -4.44 5.56 2.57
H -3.70 -0.45 5.73
C 3.75 7.87 -3.41
C -4.62 -3.94 -2.66
H 6.03 -0.91 -7.34
C 4.55 -1.27 -2.40
O 3.70 4.53 1.51
H 0.85 -3.93 0.99
H 5.41 -1.50 -1.76
H -1.05 0.57 -6.48
H -0.77 -6.76 -0.40
H -2.00 4.48 3.51
H 3.04 2.38 -1.26
N 0.90 -1.08 7.63
C 0.50 -2.88 9.23
C 1.63 -6.75 0.00
H 5.09 9.52 -4.87
N -2.06 5.47 3.32
C 0.47 -0.89 -3.07
H -3.40 -4.23 1.89
N 3.77 7.31 1.35
C 2.70 -4.06 6.73
H -0.11 -1.39 1.38
H 1.55 6.26 -3.64
N -3.98 -1.54 0.89
C 4.54 -1.98 -3.76
H -3.94 2.58 -6.19
H 4.17 9.49 -6.22
H -6.38 -0.19 -2.77
O 1.20 3.55 -1.14
H 0.32 -11.06 -3.75
O 0.95 -6.10 1.04
H -1.06 3.91 -4.65
N -4.60 0.37 -3.27
C 4.03 9.51 -5.14
H -2.89 5.24 0.06
H -4.67 6.51 3.05
H -0.79 -0.65 3.26
H 1.50 5.76 -0.55
H 1.58 -2.73 9.33
C 0.14 -0.98 3.73
C -3.28 -0.83 6.66
H 4.10 -3.66 5.22
C 2.37 3.00 -1.85
C 0.93 -5.16 5.73
C -5.95 1.59 -1.60
C 4.93 -1.01 -4.88
H -4.85 -1.90 1.27
H 2.60 -7.00 0.44
H -5.66 3.40 1.89
H 1.35 -2.12 1.22
C 1.54 1.10 -6.22
C 4.18 7.57 3.84
H -1.38 5.07 0.94
C -0.81 1.43 -5.86
H 0.09 -2.73 6.97
H 4.64 0.18 -7.17
H -2.53 5.86 4.12
C 2.57 7.55 -2.44
O -0.15 -0.74 -1.80
C 1.37 -4.74 1.50
C 3.30 5.38 2.63
H 3.82 -1.65 -1.69
O 1.25 -0.83 2.85
C 0.84 -8.01 -0.57
H 4.47 -1.22 -8.10
H -1.93 2.84 -3.77
H -4.18 -0.08 -2.47
H -0.51 4.49 -1.24
H -1.75 0.55 -2.21
H -3.92 -1.56 7.16
H 5.79 -3.33 8.46
H 1.91 2.39 -2.63
H -1.43 0.22 0.57
H 2.41 -4.42 1.47
H -1.74 -8.83 -0.16
H 4.82 -2.55 6.01
C -5.44 4.03 1.03
H -2.10 -10.04 -2.76
C -3.11 -2.57 0.42
O -5.29 5.39 1.42
H -1.83 -4.00 1.27
H -5.73 2.65 -1.66
O 2.35 -5.01 5.78
H 0.62 -12.38 -2.61
H -3.37 0.01 7.35
H 4.29 6.93 -3.50
C -0.84 0.85 -0.11
C -6.76 1.46 -4.08
H -1.73 3.06 -6.92
H 0.90 -1.88 -3.18
H 2.82 7.60 1.52
C 0.44 -11.30 -2.70
H -3.03 -4.44 -0.84



54
Properties=species:S:1:pos:R:3 method="wB97M-V/def2-TZVPD" total_charge=+2 gap_ev="9.2609 / 4.1654" relative_energy_ev=2.8738 spin_multiplicity=2 homo_ha="-0.593 / -0.593" largest_force_ha_per_bohr=0.157
H 2.65 -2.09 1.51
O 2.03 2.48 2.03
O -2.85 1.25 -0.91
H -0.01 2.63 -2.82
H -3.30 0.59 -1.31
C -0.46 0.66 -3.30
H 3.77 0.66 -1.63
H -1.66 -0.65 3.73
N 0.15 -0.59 0.45
H 1.31 -0.13 -2.75
H -1.51 -2.22 3.39
H 0.44 0.90 -1.51
H 0.54 3.60 -0.03
H -0.97 3.03 0.08
H -2.18 1.67 -1.49
O -0.49 0.82 3.47
H -0.32 -2.03 -2.67
H -0.13 0.45 0.04
H 5.09 1.71 0.02
C -0.68 1.91 -3.43
H -2.21 4.08 -0.93
O -2.55 3.74 -0.10
H 3.37 -1.05 0.97
C -0.24 -1.26 -1.89
H -1.44 -2.77 -0.02
H -0.71 -0.92 1.10
H -5.06 -1.28 0.40
H -0.89 -0.10 -3.98
H -3.52 -1.52 0.97
H -1.41 2.29 -4.15
H 0.77 -3.95 3.40
H -2.95 2.82 -0.16
C 0.37 -1.68 -0.57
H -0.73 1.63 3.04
O 2.42 -1.34 1.09
H -0.27 -3.59 0.72
H 1.11 -0.40 0.80
O 0.02 2.82 0.07
H 1.46 -1.79 -0.67
H 2.52 1.71 1.85
H 4.38 -0.34 -2.72
H -1.36 -1.12 -1.68
H -0.48 0.81 4.37
O 3.85 0.47 -2.68
H -0.65 -4.32 2.99
H -0.21 -3.52 -1.17
H 3.62 1.44 0.27
C -0.43 -2.97 -0.26
C 0.39 0.10 -2.28
H 1.09 2.39 1.88
O -0.03 -3.57 2.96
O -3.98 -1.07 0.32
O 4.38 1.07 -0.08
O -2.08 -1.45 3.27



21
Properties=species:S:1:pos:R:3 method="wB97M-V/def2-TZVPD" total_charge=-2 gap_ev="5.3268 / 4.2617" relative_energy_ev=0.0000 homo_ha="-0.027 / 0.012" largest_force_ha_per_bohr=0.121
H 1.62 1.71 -0.86
C 1.47 3.30 2.10
H -1.90 -3.14 1.57
H -3.39 -0.59 -1.45
H -1.10 -3.09 -3.78
S 1.68 4.82 2.48
C -2.69 -1.13 -2.10
Bi 0.89 -0.01 1.20
C -0.76 -3.72 -2.94
C -2.54 -3.14 0.69
H -3.30 -2.34 0.77
H 2.61 0.20 -1.08
Hg -1.54 -2.64 -1.20
C 1.63 0.62 -0.88
H -1.21 -4.71 -3.01
H -2.25 -0.47 -2.85
H -3.05 -4.10 0.59
H 0.34 -3.81 -2.96
Cl 2.71 -1.72 1.31
N 1.32 2.14 1.80
H 0.88 0.18 -1.55



20
Properties=species:S:1:pos:R:3 method="wB97M-V/def2-TZVPD" total_charge=+1 gap_ev="5.6156 / 4.5044" relative_energy_ev=0.3875 spin_multiplicity=3 homo_ha="-0.343 / -0.466" largest_force_ha_per_bohr=0.132
H -0.89 -0.64 -2.09
H -3.72 0.88 0.85
H 3.19 1.74 1.00
H 0.15 -1.70 1.38
H -1.14 0.73 2.11
N 0.84 -1.61 0.58
H -3.37 0.09 -1.72
C -2.67 0.15 -0.91
H 2.91 1.15 -1.68
N 1.44 0.59 1.02
C 0.69 -0.18 0.09
H 0.60 -2.32 -0.10
C 2.44 0.69 -0.93
H 1.85 -1.75 0.83
C -1.46 0.64 0.98
N 1.51 -0.15 -1.12
C -2.74 0.53 0.48
N -0.65 0.12 -0.05
C -1.39 -0.14 -1.18
C 2.41 1.17 0.46



14
Properties=species:S:1:pos:R:3 method="wB97M-V/def2-TZVPD" total_charge=+2 gap_ev=11.6076 relative_energy_ev=4.8690 homo_ha=-0.710 largest_force_ha_per_bohr=0.113
H -3.19 -0.32 0.11
N -0.28 -1.23 0.21
N 1.39 0.42 -0.41
H -2.74 1.27 0.06
H 3.38 0.26 -0.19
H 2.48 0.02 1.29
N -2.35 0.39 0.33
H -1.75 -0.75 -1.70
C 0.15 -0.16 -0.28
C -1.28 -0.32 -0.42
H 1.35 1.46 -0.46
H 2.46 -1.18 -0.08
H -2.11 0.33 1.38
N 2.50 -0.20 0.17



no.,E_tot (Eh)
1,-2310.8935
2,-443.7436
3,-1394.3837
4,-733.2618
5,-3639.8638
6,-1131.7773
7,-1478.1143
8,-490.7058
9,-299.2056